(1)
The following is a quantum chemistry calculation of a molecular structure, C53H57IN7O2PTi in a non-equilibrium geometry, from the OMol25 dataset.

Cartesian coordinates (Å):
1 Ti -0.0140 -0.1315 -1.0812
2 N -3.3478 -2.5454 1.2555
3 C -2.1681 -2.0505 0.9048
4 N -1.8711 -1.6060 -0.2783
5 C -2.8415 -1.6714 -1.2673
6 N -2.5718 -1.3368 -2.4728
7 N -1.3027 -0.8412 -2.6750
8 C -1.0143 -0.7428 -3.9119
9 C 0.1370 0.0135 -4.3340
10 C 0.4697 0.1033 -5.6755
11 C 1.5252 0.9155 -6.0486
12 C 2.1853 1.6218 -5.0597
13 C 1.7811 1.4716 -3.7414
14 N 0.7864 0.6779 -3.3676
15 C -4.1740 -2.1699 -0.9466
16 C -5.2102 -2.2220 -1.8836
17 C -6.4469 -2.7025 -1.5134
18 C -6.6685 -3.1349 -0.2035
19 C -5.6580 -3.0872 0.7336
20 C -4.4115 -2.6068 0.3546
21 H -3.4847 -2.8774 2.1952
22 H -1.3944 -2.0558 1.6611
23 H -1.7132 -1.1254 -4.6439
24 H -0.0987 -0.4575 -6.4082
25 H 1.8197 1.0034 -7.0862
26 H 3.0108 2.2823 -5.2900
27 H 2.2912 2.0174 -2.9621
28 H -5.0124 -1.8731 -2.8888
29 H -7.2501 -2.7478 -2.2378
30 H -7.6398 -3.5171 0.0821
31 H -5.8288 -3.4173 1.7543
32 C 0.5243 4.7020 -0.9523
33 C 1.5276 3.5561 -1.0814
34 C 2.7329 4.0369 -1.9140
35 C 2.0632 3.0322 0.2407
36 C 2.4925 3.9727 1.1646
37 C 3.2355 3.5992 2.2669
38 C 3.6068 2.2803 2.4033
39 C 3.2260 1.2826 1.4967
40 C 4.0568 -0.0044 1.7255
41 C 3.5256 -1.4139 1.4748
42 C 5.4131 0.1429 1.0017
43 C 2.3568 1.6659 0.4447
44 N 1.8682 0.6940 -0.5240
45 C 2.7941 0.1584 -1.2986
46 C 2.5495 -0.9501 -2.0731
47 C 3.4482 -1.6292 -2.9029
48 C 2.7880 -2.7503 -3.3303
49 C 1.5017 -2.7593 -2.7314
50 N 1.3259 -1.6324 -1.9975
51 C 0.6415 -4.0033 -2.8646
52 C 1.4773 -5.1826 -2.3261
53 C 0.3436 -4.2484 -4.3548
54 C -0.6682 -3.9896 -2.0886
55 H 0.0759 4.9095 -1.9262
56 H 1.0149 5.6199 -0.6167
57 H -0.2744 4.4657 -0.2524
58 H 1.0441 2.7427 -1.6093
59 H 2.4086 4.3629 -2.9077
60 H 3.2128 4.8848 -1.4216
61 H 3.4945 3.2563 -2.0285
62 H 2.2639 5.0185 0.9994
63 H 3.5795 4.3406 2.9797
64 H 4.2596 2.0063 3.2257
65 H 4.2827 0.0172 2.7923
66 H 3.2052 -1.5804 0.4489
67 H 2.7331 -1.6795 2.1793
68 H 4.3404 -2.1146 1.6672
69 H 5.3351 -0.1434 -0.0511
70 H 6.1561 -0.5129 1.4613
71 H 5.7860 1.1658 1.0550
72 H 3.7995 0.5698 -1.2998
73 H 4.4632 -1.3302 -3.1306
74 H 3.1892 -3.5235 -3.9678
75 H 2.4604 -5.2413 -2.7934
76 H 0.9504 -6.1175 -2.5260
77 H 1.6187 -5.0970 -1.2443
78 H 1.2538 -4.4634 -4.9184
79 H -0.1405 -3.3785 -4.8070
80 H -0.3278 -5.1040 -4.4572
81 H -0.5596 -3.4807 -1.1340
82 H -0.9745 -5.0174 -1.8878
83 H -1.4666 -3.5277 -2.6608
84 O 0.6167 -1.8247 0.5610
85 H 1.2008 -2.5231 0.2530
86 H 1.1033 -1.3353 1.2293
87 I -1.6967 2.0045 -1.6995
88 O -0.5063 0.5307 0.7915
89 P -1.1250 0.9633 2.1270
90 C -0.5558 -0.2006 3.3835
91 C 0.8250 -0.4095 3.4587
92 C 1.3500 -1.2843 4.3973
93 C 0.4992 -1.9664 5.2593
94 C -0.8729 -1.7630 5.1890
95 C -1.4025 -0.8773 4.2589
96 C -2.9251 1.0342 2.2023
97 C -3.4590 1.4418 3.4334
98 C -4.8263 1.5957 3.5871
99 C -5.6765 1.3521 2.5130
100 C -5.1526 0.9655 1.2882
101 C -3.7806 0.8149 1.1302
102 C -0.6653 2.6089 2.6764
103 C 0.2874 2.8322 3.6680
104 C 0.5220 4.1238 4.1183
105 C -0.1836 5.1901 3.5817
106 C -1.1407 4.9701 2.5974
107 C -1.3886 3.6842 2.1488
108 H 1.4863 0.1396 2.7906
109 H 2.4228 -1.4285 4.4680
110 H 0.9087 -2.6507 5.9935
111 H -1.5327 -2.2915 5.8666
112 H -2.4730 -0.7126 4.2245
113 H -2.7981 1.6556 4.2682
114 H -5.2276 1.9202 4.5397
115 H -6.7472 1.4830 2.6268
116 H -5.8088 0.7911 0.4410
117 H -3.3851 0.5674 0.1606
118 H 0.8222 2.0086 4.1204
119 H 1.2510 4.2903 4.9023
120 H -0.0007 6.1960 3.9425
121 H -1.7120 5.7986 2.1940
122 H -2.1516 3.5111 1.3965

Results
- Charge: +2
- Electronic energy: -110909.5334 eV
- ΔE to the lowest compared entry with this formula, charge and spin: 0.00 kcal/mol
- Frontier orbital gap: 6.3 eV
- Maximum force: 1.21 eV Å⁻¹
- Spin multiplicity: 1

***

(2)
The following is a quantum chemistry calculation of a molecular structure, C53H57N10O2V in a non-equilibrium geometry, from the OMol25 dataset.

Cartesian coordinates (Å):
1 O 1.1009 -2.1674 2.5891
2 V -0.1283 -1.2186 2.9519
3 C 0.7675 0.9691 -1.0535
4 C -0.4655 0.4921 -0.2867
5 C -1.4520 -0.2308 -1.2504
6 O -0.2084 -0.2338 0.8897
7 H 1.3730 1.6706 -0.4796
8 H 0.5288 1.4019 -2.0251
9 H 1.4337 0.1431 -1.3023
10 H -1.1022 1.3453 -0.0525
11 H -1.6090 0.2957 -2.1918
12 H -2.4064 -0.3683 -0.7421
13 H -1.1729 -1.2360 -1.5665
14 N -1.6007 -2.9635 2.1049
15 C -1.4101 -4.2829 2.3140
16 C -2.1583 -5.3239 1.6921
17 C -3.1673 -4.9616 0.8196
18 C -3.4149 -3.6340 0.6111
19 C -2.6291 -2.7089 1.2160
20 H -0.6560 -4.5509 3.0392
21 H -2.0472 -6.3875 1.8428
22 H -3.8771 -5.6876 0.4512
23 H -4.1863 -3.3423 -0.0862
24 H -2.8565 -1.6792 0.9830
25 N 4.9209 3.4337 0.5467
26 C 4.6118 4.7649 0.4979
27 C 3.6984 5.2905 -0.4536
28 C 3.2689 4.4552 -1.4869
29 C 3.5322 3.0754 -1.4044
30 C 4.3468 2.6234 -0.3878
31 H 5.0345 5.4004 1.2620
32 H 3.4856 6.3493 -0.4543
33 H 2.7088 4.8266 -2.3323
34 H 3.1547 2.3334 -2.0924
35 H 4.6838 1.6013 -0.2978
36 N -0.8082 4.8881 2.5109
37 C -1.0433 4.1991 1.3789
38 C -2.1099 4.5441 0.4791
39 C -2.8664 5.7045 0.7823
40 C -2.6129 6.4772 1.9392
41 C -1.5773 6.0194 2.7765
42 H -0.3701 3.3813 1.1679
43 H -2.3361 3.9356 -0.3840
44 H -3.6787 6.0268 0.1478
45 H -3.1956 7.3679 2.1224
46 H -1.2860 6.5394 3.6772
47 N -2.1010 -0.0220 3.1766
48 C -2.4184 1.2125 2.6674
49 C -3.6076 1.9045 2.7750
50 C -4.6397 1.2191 3.4985
51 C -4.4281 -0.0860 3.9486
52 C -3.1969 -0.6464 3.7460
53 H -1.6568 1.6862 2.0658
54 H -3.7906 2.8562 2.2984
55 H -5.5830 1.7158 3.6711
56 H -5.2436 -0.5315 4.4989
57 H -2.9899 -1.6237 4.1564
58 N 5.2470 -0.5932 -6.0572
59 C 5.7326 -0.0913 -4.9131
60 C 4.9003 0.0279 -3.7747
61 C 3.5039 -0.1210 -3.8821
62 C 3.0310 -0.5909 -5.1165
63 C 3.8892 -0.8411 -6.1529
64 H 6.7919 0.1031 -4.8317
65 H 5.2113 0.6298 -2.9336
66 H 2.7676 -0.0056 -3.1004
67 H 1.9824 -0.7867 -5.2855
68 H 3.4063 -1.2334 -7.0357
69 N -5.2466 3.4303 -0.3975
70 C -5.8882 2.6764 0.5111
71 C -5.9872 1.2442 0.4825
72 C -5.2291 0.5906 -0.5443
73 C -4.6835 1.3463 -1.5554
74 C -4.6543 2.7499 -1.3763
75 H -6.4292 3.0557 1.3654
76 H -6.4925 0.6197 1.2043
77 H -5.1103 -0.4590 -0.7689
78 H -4.1566 0.8334 -2.3464
79 H -4.1997 3.3454 -2.1542
80 N 1.3717 -4.4511 0.1361
81 C 2.4538 -5.0384 -0.4704
82 C 2.8729 -4.6967 -1.7257
83 C 2.2115 -3.6992 -2.4014
84 C 1.1531 -2.9600 -1.7338
85 C 0.7597 -3.4257 -0.4894
86 H 2.9307 -5.8533 0.0538
87 H 3.7436 -5.1222 -2.2024
88 H 2.5656 -3.2604 -3.3225
89 H 0.7058 -2.0425 -2.0869
90 H -0.0885 -2.9810 0.0099
91 N -4.3155 -5.2560 -4.5248
92 C -4.7909 -3.9695 -4.3254
93 C -3.9510 -2.8687 -3.9873
94 C -2.5622 -3.1179 -3.8743
95 C -2.1019 -4.3994 -3.9713
96 C -3.0056 -5.4096 -4.2078
97 H -5.8269 -3.8111 -4.5864
98 H -4.4664 -1.9198 -3.9700
99 H -1.8891 -2.3030 -3.6526
100 H -1.0429 -4.6073 -3.9305
101 H -2.5211 -6.3444 -4.4483
102 N 1.1490 0.4534 3.6384
103 C 1.9035 0.3095 4.7459
104 C 2.7590 1.2816 5.1655
105 C 2.9229 2.4513 4.4691
106 C 2.0467 2.7027 3.4130
107 C 1.1956 1.6415 2.9989
108 H 1.9272 -0.6263 5.2846
109 H 3.2409 1.1476 6.1227
110 H 3.6165 3.1741 4.8727
111 H 2.0660 3.6873 2.9697
112 H 0.4934 1.8357 2.2017
113 N 3.5997 -0.6054 2.2304
114 C 4.8299 -0.7369 2.8174
115 C 5.9586 -1.1658 2.1553
116 C 5.8051 -1.5638 0.8239
117 C 4.5480 -1.5743 0.2135
118 C 3.4817 -1.0239 0.9506
119 H 4.8065 -0.4227 3.8504
120 H 6.9565 -0.9760 2.5219
121 H 6.6626 -1.7894 0.2073
122 H 4.4029 -1.8818 -0.8116
123 H 2.4728 -0.9749 0.5683

Results
- Charge: +1
- Electronic energy: -100559.8034 eV
- ⟨S²⟩: 0.80
- Frontier orbital gap (spin up / spin down): 6.8 / 7.1 eV
- Maximum force: 5.97 eV Å⁻¹
- Spin multiplicity: 2

***

(3)
The following is a quantum chemistry calculation of a molecular structure, C53H59FNOP2S3SiW in a non-equilibrium geometry, from the OMol25 dataset.

Cartesian coordinates (Å):
1 W 0.1137 0.3722 -0.4623
2 C 2.3670 3.1621 5.4180
3 C 2.6152 1.8035 5.4965
4 C 2.2104 0.9539 4.4816
5 C 1.5537 1.4607 3.3612
6 C 1.3472 2.8341 3.2724
7 C 1.7423 3.6772 4.2956
8 P 0.8773 0.3447 2.0490
9 C 1.8866 -1.1673 2.3605
10 C 1.2771 -2.3991 2.5913
11 C 2.0472 -3.5248 2.8203
12 C 3.4300 -3.4448 2.8115
13 C 4.0413 -2.2255 2.5738
14 C 3.2767 -1.0967 2.3450
15 C -0.6910 -0.1989 2.8178
16 C -0.8444 -0.2583 4.1855
17 C -2.0041 -0.8058 4.7431
18 C -2.9954 -1.2765 3.9270
19 C -2.8856 -1.1964 2.5229
20 C -3.9182 -1.6559 1.6826
21 C -3.7722 -1.5765 0.3236
22 C -2.6266 -1.0089 -0.2410
23 C -1.5578 -0.5029 0.5113
24 C -1.7114 -0.6474 1.9361
25 H 2.6627 3.8179 6.2220
26 H 3.1157 1.4015 6.3631
27 H 2.4122 -0.1025 4.5717
28 H 0.8830 3.2488 2.3910
29 H 1.5550 4.7377 4.2209
30 H 0.1994 -2.4847 2.5958
31 H 1.5658 -4.4718 3.0110
32 H 4.0268 -4.3264 2.9912
33 H 5.1169 -2.1432 2.5756
34 H 3.7740 -0.1551 2.1624
35 H -0.0736 0.1178 4.8410
36 H -2.1006 -0.8672 5.8166
37 H -3.8891 -1.7167 4.3433
38 H -4.8133 -2.0640 2.1252
39 H -4.5507 -1.9466 -0.3273
40 H -2.5951 -0.9427 -1.3247
41 C -1.0375 1.6153 -3.8690
42 Si -1.0675 -0.2907 -3.8296
43 C -2.9030 -0.8019 -4.0791
44 C -0.0519 -0.9878 -5.3063
45 N -0.3704 -0.7392 -2.2632
46 C -0.0762 -2.0835 -2.1435
47 C -0.4897 -3.0881 -3.0388
48 C -0.1158 -4.4071 -2.8987
49 C 0.6735 -4.8314 -1.8417
50 C 1.0923 -3.8925 -0.9189
51 C 0.7152 -2.5830 -1.1025
52 F 1.2029 -1.6441 -0.1884
53 H -2.0404 2.0103 -3.9706
54 H -0.4717 1.9876 -4.7141
55 H -0.5972 2.0112 -2.9556
56 H -3.1818 -0.6164 -5.1126
57 H -3.5866 -0.2307 -3.4565
58 H -3.0800 -1.8556 -3.8812
59 H 0.2247 -0.1907 -5.9894
60 H -0.6239 -1.7048 -5.8893
61 H 0.8606 -1.4887 -4.9944
62 H -1.1187 -2.8202 -3.8653
63 H -0.4452 -5.1188 -3.6379
64 H 0.9616 -5.8614 -1.7332
65 H 1.7137 -4.1476 -0.0753
66 C -3.3508 2.5764 -1.6463
67 C -2.2025 3.5151 -1.2686
68 C -2.7492 4.8603 -0.7953
69 P -0.9509 2.6602 -0.1439
70 C -1.7244 2.7758 1.5941
71 C -1.8144 4.0908 2.3649
72 C -3.1264 2.1625 1.5376
73 C 0.5828 3.7790 -0.2575
74 C 1.0894 3.7373 -1.6993
75 C 0.5915 5.2358 0.2019
76 H -3.7640 2.8671 -2.6110
77 H -4.1616 2.6272 -0.9254
78 H -2.9972 1.5452 -1.7049
79 H -1.6188 3.7015 -2.1754
80 H -3.5149 4.7279 -0.0372
81 H -3.2143 5.3728 -1.6370
82 H -1.9670 5.5025 -0.4060
83 H -1.0890 2.0990 2.1830
84 H -2.3720 4.8472 1.8272
85 H -0.8450 4.4905 2.6359
86 H -2.3438 3.8887 3.2952
87 H -3.8610 2.9185 1.2724
88 H -3.3886 1.7702 2.5183
89 H -3.1818 1.3407 0.8271
90 H 1.3123 3.2222 0.3510
91 H 0.4303 4.2878 -2.3678
92 H 1.1919 2.7102 -2.0524
93 H 2.0722 4.2007 -1.7488
94 H 0.1392 5.8783 -0.5475
95 H 1.6311 5.5450 0.3171
96 H 0.0854 5.3933 1.1460
97 O 1.9272 0.7742 -1.0015
98 C 3.2697 0.9186 -1.3067
99 C 3.4495 0.9934 -2.8135
100 C 2.4886 0.9039 -3.7724
101 C 3.0195 0.9010 -5.0835
102 C 4.3731 0.9646 -5.0942
103 S 5.0358 1.0440 -3.5116
104 C 3.8082 2.1532 -0.6127
105 C 3.6332 2.4528 0.7053
106 C 4.2300 3.6738 1.0881
107 C 4.8486 4.2875 0.0471
108 S 4.7164 3.3872 -1.4122
109 C 4.0757 -0.2960 -0.8743
110 C 3.8633 -1.5783 -1.2798
111 C 4.8678 -2.4661 -0.8403
112 C 5.8447 -1.8392 -0.1391
113 S 5.5498 -0.1532 0.0188
114 H 1.4387 0.8227 -3.5541
115 H 2.4212 0.8458 -5.9767
116 H 5.0304 0.9523 -5.9397
117 H 3.0972 1.8107 1.3846
118 H 4.2106 4.0540 2.0950
119 H 5.3823 5.2182 0.0399
120 H 3.0312 -1.8775 -1.8934
121 H 4.8720 -3.5162 -1.0664
122 H 6.7363 -2.2594 0.2802

Results
- Charge: +1
- Electronic energy: -122956.6272 eV
- Frontier orbital gap (spin up / spin down): 6.4 / 6.4 eV
- Maximum force: 2.81 eV Å⁻¹
- Spin multiplicity: 1

***

(4)
The following is a quantum chemistry calculation of a molecular structure, C53H60CrNP2Se, from the OMol25 dataset.

Cartesian coordinates (Å):
1 Cr -0.5037 0.7670 -0.3693
2 C -1.7815 1.4871 1.5880
3 C -0.6728 2.3424 1.4457
4 C -0.8208 3.0028 0.1543
5 C -2.0808 2.5589 -0.3517
6 C -2.6881 1.6598 0.5292
7 C -4.1598 1.3080 0.6590
8 C -4.3539 -0.1060 1.2212
9 C -4.7060 2.3012 1.7119
10 C -4.9639 1.5262 -0.6401
11 C -0.0996 4.1718 -0.5372
12 C -0.1386 5.4537 0.3061
13 C -0.8046 4.5065 -1.8623
14 C 1.3428 3.8427 -0.9071
15 C 0.1176 2.7033 2.7131
16 C -0.0051 1.5899 3.7745
17 C -0.5884 3.9159 3.3618
18 C 1.5914 3.0538 2.5088
19 H -1.9697 0.8924 2.4687
20 H -2.4820 2.8544 -1.3046
21 H -3.9550 -0.1823 2.2368
22 H -3.8623 -0.8491 0.5978
23 H -5.4192 -0.3503 1.2705
24 H -4.1541 2.2222 2.6506
25 H -5.7631 2.0929 1.9118
26 H -4.6180 3.3284 1.3507
27 H -5.5597 0.6452 -0.8778
28 H -4.3265 1.7325 -1.4973
29 H -5.6552 2.3656 -0.5263
30 H -1.1443 5.6471 0.6899
31 H 0.1541 6.3002 -0.3232
32 H 0.5539 5.4262 1.1459
33 H -1.8031 4.9244 -1.6958
34 H -0.8818 3.6209 -2.4968
35 H -0.2119 5.2603 -2.3890
36 H 1.9024 3.4333 -0.0743
37 H 1.8602 4.7459 -1.2520
38 H 1.3620 3.1084 -1.7123
39 H -0.9572 1.6734 4.3068
40 H 0.7940 1.6895 4.5115
41 H 0.0420 0.5901 3.3609
42 H -1.6513 3.7005 3.4989
43 H -0.5015 4.8208 2.7691
44 H -0.1484 4.1095 4.3463
45 H 1.7101 3.9589 1.9168
46 H 2.0587 3.2341 3.4817
47 H 2.1394 2.2510 2.0212
48 N -3.5387 -0.7615 -2.0812
49 C -3.6266 -2.0230 -1.5681
50 C -4.8358 -2.7351 -1.6915
51 C -4.9517 -4.0322 -1.2485
52 C -3.8577 -4.6771 -0.6784
53 C -2.6785 -3.9743 -0.5226
54 C -2.5419 -2.6374 -0.9146
55 P -0.9216 -1.8237 -0.6196
56 C -0.4907 -2.6145 0.9750
57 C 0.2591 -3.7809 1.0849
58 C 0.5003 -4.3452 2.3305
59 C -0.0288 -3.7658 3.4766
60 C -0.8004 -2.6158 3.3724
61 C -1.0247 -2.0448 2.1272
62 C 0.0615 -2.5370 -1.9858
63 C -0.6569 -3.0215 -3.0549
64 C -0.2807 -3.1857 -4.3982
65 C 0.9602 -2.9487 -5.0445
66 C 2.1678 -2.8213 -4.4495
67 C 2.4066 -2.9780 -2.9826
68 H -4.2509 -0.5372 -2.7517
69 H -2.6174 -0.3938 -2.3515
70 H -5.6763 -2.2404 -2.1700
71 H -5.8951 -4.5541 -1.3648
72 H -3.9254 -5.7087 -0.3574
73 H -1.8330 -4.4820 -0.0827
74 H 0.6905 -4.2285 0.1981
75 H 1.1110 -5.2381 2.3989
76 H 0.1595 -4.2104 4.4471
77 H -1.2252 -2.1559 4.2594
78 H -1.6236 -1.1484 2.0482
79 H -1.7026 -3.2453 -2.8904
80 H -1.0976 -3.4648 -5.0566
81 H 0.9247 -2.9137 -6.1296
82 H 3.0342 -2.6658 -5.0860
83 H 3.4147 -2.6082 -2.7717
84 C 4.6191 2.7996 -2.8869
85 C 4.7186 2.8688 -1.5056
86 C 3.9525 2.0291 -0.7089
87 C 3.0737 1.1014 -1.2693
88 C 2.9589 1.0684 -2.6616
89 C 3.7304 1.9017 -3.4591
90 P 2.0003 -0.0214 -0.2658
91 C 2.1596 -1.6951 -0.8192
92 C 2.8875 -2.6524 -0.0858
93 C 3.1506 -3.9970 -0.2797
94 C 2.7567 -4.8372 -1.3754
95 C 2.3660 -4.4290 -2.5950
96 C 1.4811 -2.0540 -2.1126
97 C 2.8774 -0.1269 1.3328
98 C 4.2681 -0.1396 1.4582
99 C 4.8622 -0.4132 2.6812
100 C 4.0799 -0.7166 3.7889
101 C 2.7007 -0.7624 3.6604
102 C 2.1158 -0.4702 2.4375
103 H 5.2158 3.4535 -3.5131
104 H 5.3851 3.5871 -1.0401
105 H 4.0211 2.1352 0.3650
106 H 2.2216 0.4361 -3.1317
107 H 3.6142 1.8564 -4.5365
108 H 3.2945 -2.3093 0.8543
109 H 3.6573 -4.4941 0.5427
110 H 2.7875 -5.9108 -1.1935
111 H 2.0369 -5.1494 -3.3374
112 H 1.3261 -1.1406 -2.6986
113 H 4.8922 0.0274 0.5911
114 H 5.9431 -0.4169 2.7623
115 H 4.5484 -0.9408 4.7404
116 H 2.0738 -1.0376 4.5014
117 H 1.0493 -0.5576 2.3151
118 Se -0.6310 0.7951 -2.7135

Results
- Charge: -1
- Electronic energy: -169770.3024 eV
- ⟨S²⟩: 6.23
- Frontier orbital gap (spin up / spin down): 5.5 / 5.1 eV
- Maximum force: 0.74 eV Å⁻¹
- Spin multiplicity: 5

***

> Which value of spin multiplicity does entry 4 give?

5

***

> charge of number 1 (C53H57IN7O2PTi)?

+2

***

> charge of number 3 (C53H59FNOP2S3SiW)?

+1